[1]
16
Properties=species:S:1:pos:R:3:forces:R:3 method="wB97M-V/def2-TZVPD" e_tot_ev=-9770.011 relative_energy_kj_mol=533.39 orbital_gap_ev=8.711 mol_weight_g_mol=103.1
O -0.693 -2.031 -0.107 -0.118 1.273 1.372
N 0.136 -1.442 0.987 -0.522 0.811 -1.581
N 0.865 1.690 -1.425 1.044 2.834 -0.186
N -1.064 0.304 -1.535 0.104 -0.691 0.800
C -0.707 -0.501 1.759 0.648 0.673 0.766
C 0.101 0.640 -1.193 0.156 -2.860 2.405
C 1.107 -0.694 0.276 1.677 2.593 -1.664
H 1.820 0.028 0.888 -2.044 -1.249 -0.734
H -1.683 0.903 -2.049 0.087 0.703 -0.524
H 1.848 -1.234 -0.364 -1.353 -0.103 0.333
H -1.440 -0.075 1.065 0.302 0.592 0.243
H 1.752 1.673 -0.895 -1.031 0.604 -0.770
H -0.021 0.285 2.273 -1.297 -1.259 -1.096
H 0.451 2.632 -1.753 1.052 -2.156 0.693
H -1.295 -0.971 2.549 0.315 -0.414 -0.102
H -1.178 -1.207 -0.476 0.978 -1.351 0.046

[2]
16
Properties=species:S:1:pos:R:3:forces:R:3 method="wB97M-V/def2-TZVPD" e_tot_ev=-6382.350 smiles=C1CC2(C1)CC2 relative_energy_kj_mol=145.67 orbital_gap_ev=11.069 mol_weight_g_mol=82.1
C 1.700 -0.068 0.344 0.217 0.027 0.120
C 0.853 0.925 -0.490 -0.043 0.182 -0.017
C -1.388 0.420 0.786 -0.032 0.034 0.160
C 0.697 -1.165 -0.044 -0.087 -0.123 0.137
C -0.314 -0.027 -0.179 -0.107 -0.001 -0.016
C -1.740 -0.120 -0.576 -0.124 -0.046 -0.271
H -2.106 -1.144 -0.553 -0.101 0.191 -0.214
H -1.718 -0.131 1.665 0.311 -0.103 -0.199
H -1.459 1.500 0.913 0.054 -0.243 -0.042
H -2.178 0.518 -1.335 0.043 -0.003 0.073
H 1.134 0.944 -1.552 -0.059 -0.128 0.199
H 0.517 -2.010 0.628 -0.045 0.200 0.056
H 1.523 0.174 1.394 0.285 -0.017 -0.008
H 2.769 -0.207 0.163 -0.157 0.075 -0.126
H 0.783 1.951 -0.117 -0.055 -0.133 -0.088
H 0.928 -1.558 -1.047 -0.101 0.088 0.237

[3]
25
Properties=species:S:1:pos:R:3:forces:R:3 method="wB97M-V/def2-TZVPD" total_charge=+2 e_tot_ev=-11941.670 relative_energy_kj_mol=149.97 s_squared=0.75 orbital_gap_ev="11.493 / 6.194" spin_multiplicity=2 mol_weight_g_mol=134.2
O -2.591 0.708 -1.858 1.326 -0.436 0.998
N -1.166 -0.222 0.846 0.739 1.367 -1.410
N -1.868 -2.001 -0.411 -0.179 0.009 -1.248
N 1.068 -0.020 -1.649 1.045 -1.790 -0.111
C 1.803 -0.486 -0.527 -0.127 1.408 0.694
C -1.238 -1.740 0.591 0.045 0.647 1.855
C 2.044 0.699 0.474 0.046 0.676 -0.187
C 0.780 1.441 1.056 1.379 -0.968 0.517
C -0.067 0.349 1.808 -2.096 0.554 -2.079
H 2.848 -0.724 -0.914 -0.716 -0.063 0.216
H -3.396 0.246 -2.104 -0.181 0.617 -0.435
H 0.995 2.099 1.940 0.756 -0.326 -1.197
H 1.351 -1.349 -0.044 0.039 -0.288 -0.509
H -0.563 0.872 2.622 0.010 -0.846 0.357
H -0.813 0.105 -0.071 -0.858 -0.037 0.299
H 0.637 -0.746 -2.230 -0.511 0.468 -0.154
H 0.446 -0.600 2.009 0.506 0.896 0.804
H 2.596 0.255 1.287 0.511 0.062 0.206
H -0.727 -2.157 1.485 -0.364 -0.938 -0.910
H 1.418 0.807 -2.117 -0.208 0.493 -0.254
H -2.090 -2.829 -0.952 0.239 -0.466 0.880
H 2.681 1.379 -0.106 0.058 0.167 0.610
H -2.480 1.591 -2.215 -0.913 -0.073 -0.430
H -2.122 0.180 0.842 0.423 -0.119 0.496
H 0.455 2.144 0.238 -0.969 -1.015 0.992